# C3H12NS

A cluster of 2 separate species, C3H12NS in total in a non-equilibrium geometry (ωB97M-V/def2-TZVPD, OMol25).

Geometry as XYZ:
```
17
C3H12NS, DFT ωB97M-V/def2-TZVPD
C -1.595 2.057 0.520
N -0.213 1.919 -0.012
H -1.730 1.238 1.225
H -1.796 2.971 1.106
H -2.302 1.774 -0.272
H -0.215 2.583 -0.808
H -0.016 1.031 -0.607
H 0.595 2.141 0.571
C 1.436 -1.527 0.649
C 0.799 -2.141 -0.618
S -0.473 -0.879 -1.133
H 2.009 -0.640 0.453
H 2.224 -2.191 1.090
H 0.704 -1.323 1.453
H 1.495 -2.202 -1.451
H 0.229 -3.043 -0.283
H -1.151 -1.768 -1.882
```

Values from the calculation:
Energy above the lowest of the compared OMol25 structures with the same formula, charge and spin, kJ/mol: 144.2
Charge: +2
Spin multiplicity: 2
F_max, eV/Å: 3.365

Atom charges from the Löwdin analysis, given in e for atoms 1 to 4: -0.019 0.086 0.095 0.135